Computed, not measured: a cluster of 2 separate species, C24H30F13NO3S in total, with ωB97M-V/def2-TZVPD.

Last column: Löwdin charge in e.
Atoms and positions in Å:
1 O -0.27 -2.52 1.80  -0.04
2 C 0.70 -1.83 1.19  -0.22
3 C 1.04 -0.26 1.54  -0.06
4 C -0.12 0.32 2.55  -0.14
5 C 0.80 1.35 3.50  -0.22
6 O 1.25 1.16 4.75  0.00
7 O 1.05 2.53 2.62  -0.09
8 C -0.08 2.63 1.67  -0.16
9 C -1.18 1.45 2.03  -0.20
10 C -1.98 1.25 0.62  -0.14
11 C -3.59 1.49 0.88  -0.07
12 C -4.44 0.07 1.11  -0.17
13 F -5.42 0.39 2.19  0.00
14 F -3.39 -0.92 1.56  0.00
15 C -5.11 -0.31 -0.33  -0.09
16 F -5.96 0.78 -0.92  0.03
17 F -3.95 -0.43 -1.30  0.02
18 C -5.84 -1.80 -0.39  -0.12
19 F -4.77 -2.79 -0.24  0.06
20 F -6.25 -1.91 -1.85  0.02
21 C -7.19 -1.96 0.46  -0.19
22 F -8.23 -2.58 -0.46  0.01
23 F -7.82 -0.63 0.83  0.02
24 S -7.19 -2.99 2.00  1.09
25 F -6.67 -4.42 1.23  -0.16
26 F -5.64 -2.52 2.52  -0.17
27 F -7.84 -1.63 2.88  -0.20
28 F -8.84 -3.44 1.65  -0.20
29 F -7.33 -3.89 3.45  -0.18
30 C 1.54 -2.64 -0.01  -0.07
31 C 1.56 -1.92 -1.50  -0.02
32 C 2.33 -2.69 -2.75  -0.07
33 C 3.06 -4.17 -2.50  -0.06
34 C 3.06 -4.85 -0.99  -0.06
35 C 2.30 -4.10 0.28  0.00
36 H 2.08 -0.15 2.11  0.16
37 H 1.12 0.34 0.54  0.11
38 H -0.56 -0.42 3.38  0.17
39 H -0.61 3.67 1.60  0.15
40 H 0.41 2.43 0.60  0.12
41 H -1.80 1.73 2.99  0.17
42 H -1.64 2.15 -0.09  0.13
43 H -1.72 0.27 0.03  0.13
44 H -4.02 2.15 0.02  0.13
45 H -3.68 2.08 1.90  0.13
46 H 1.03 -0.88 -1.64  0.09
47 H 2.32 -2.15 -3.81  0.09
48 H 3.56 -4.67 -3.44  0.08
49 H 3.58 -5.87 -0.80  0.08
50 H 2.27 -4.56 1.37  0.10
51 C 4.89 0.01 -2.78  -0.09
52 C 4.71 1.52 -2.78  -0.27
53 N 3.71 1.99 -1.81  -0.19
54 C 3.31 3.38 -2.01  -0.26
55 C 4.37 4.46 -1.84  -0.09
56 C 3.93 1.60 -0.41  -0.26
57 C 5.26 1.99 0.23  -0.08
58 H 3.93 -0.51 -2.92  0.04
59 H 5.55 -0.29 -3.61  0.08
60 H 5.36 -0.35 -1.86  0.07
61 H 4.38 1.80 -3.79  0.12
62 H 5.68 2.00 -2.62  0.10
63 H 2.46 3.61 -1.36  0.10
64 H 2.90 3.47 -3.03  0.11
65 H 4.62 4.61 -0.78  0.06
66 H 3.99 5.41 -2.22  0.07
67 H 5.29 4.23 -2.38  0.07
68 H 3.83 0.51 -0.34  0.10
69 H 3.11 1.98 0.21  0.10
70 H 6.12 1.75 -0.40  0.07
71 H 5.38 1.44 1.17  0.08
72 H 5.28 3.05 0.48  0.06

* calculated total energy: -2908.64492 Ha
* HOMO-LUMO gap: 5.86 eV
* highest occupied orbital energy: -8.376 eV
* F_max: 9.34 eV Å⁻¹
* LUMO: -2.5 eV